No. 1
Below is a structure of composition C38H37AuN3O3P2 at a distorted geometry, with properties calculated with the ωB97M-V functional and the def2-TZVPD basis.

Each line ends with the Löwdin charge.
Atoms and positions in Å:
Au -0.852972 0.271348 -0.159678  1.057
C -0.539235 3.134856 1.647447  -0.243
P -0.177780 1.370001 2.094493  1.071
C -0.384909 1.441778 3.895055  -0.353
C -1.665896 1.701572 4.383631  -0.098
C -1.868417 1.820676 5.744437  -0.065
C -0.803192 1.660804 6.619949  -0.060
C 0.459547 1.356724 6.133778  -0.063
C 0.672825 1.225602 4.773237  -0.072
C 1.584741 1.045801 1.807169  -0.408
C 1.904825 -0.251187 1.407051  -0.132
C 3.221378 -0.610626 1.193217  -0.062
C 4.226689 0.325655 1.370624  -0.059
C 3.911586 1.617804 1.760202  -0.071
C 2.595723 1.984781 1.986857  -0.098
C -0.588260 3.317132 0.179565  -0.372
C -0.572386 4.476620 -0.624625  -0.030
C -0.602685 4.053389 -1.947009  -0.034
C -0.644633 2.651401 -1.921142  -0.413
C -0.510071 1.588610 -2.947366  -0.240
P 0.867748 0.594717 -2.166746  1.153
C 1.258117 -0.924053 -3.036378  -0.392
C 0.304102 -1.762351 -3.603734  -0.089
C 0.671179 -3.037947 -3.990566  -0.068
C 1.966051 -3.488242 -3.785551  -0.051
C 2.917099 -2.652708 -3.216050  -0.054
C 2.564543 -1.378302 -2.830033  -0.097
C 2.223905 1.730410 -2.619075  -0.343
C 2.754432 2.629541 -1.706375  -0.072
C 3.708583 3.542541 -2.124785  -0.055
C 4.127671 3.558500 -3.444772  -0.057
C 3.586940 2.665979 -4.357513  -0.055
C 2.634740 1.751031 -3.950443  -0.080
N -0.636654 2.243028 -0.623835  -0.141
H 0.196238 3.803259 2.109089  0.100
H -1.514379 3.368721 2.096808  0.095
H -2.494302 1.801376 3.695100  0.108
H -2.857171 2.033004 6.122577  0.112
H -0.962072 1.757388 7.683857  0.112
H 1.285706 1.222502 6.816083  0.112
H 1.656749 0.983438 4.398963  0.102
H 1.118433 -0.980129 1.265445  0.068
H 3.451675 -1.620941 0.895674  0.114
H 5.257190 0.050034 1.209326  0.112
H 4.695781 2.345108 1.900779  0.112
H 2.361673 2.989888 2.309867  0.112
H -0.534060 5.491149 -0.281712  0.105
H -0.626579 4.672058 -2.823214  0.108
H -0.248570 1.987923 -3.929717  0.105
H -1.412225 0.972538 -3.013464  0.077
H -0.714004 -1.421680 -3.733111  0.110
H -0.061388 -3.689592 -4.443308  0.113
H 2.229568 -4.500324 -4.052456  0.114
H 3.925268 -3.005363 -3.056094  0.114
H 3.287378 -0.727455 -2.355109  0.108
H 2.421947 2.605478 -0.678176  0.090
H 4.127230 4.242851 -1.418622  0.111
H 4.872655 4.269951 -3.767274  0.113
H 3.905965 2.683025 -5.388773  0.114
H 2.207673 1.052288 -4.656648  0.116
C -4.613833 -2.239042 -1.709950  -0.066
C -4.813239 -2.696081 -0.269342  -0.160
C -3.453729 -2.955424 0.415767  -0.309
C -3.675139 -3.356275 1.894658  -0.151
C -2.382166 -3.542953 2.680491  -0.067
C -2.774038 -4.132172 -0.265879  -0.421
O -3.341101 -5.167157 -0.496919  0.135
N -1.441599 -3.976387 -0.581913  0.225
C -0.682121 -2.825678 -0.466946  -0.538
O 0.486615 -2.801571 -0.777985  0.070
N -1.346708 -1.725639 -0.019762  0.020
C -2.639296 -1.695081 0.350493  -0.500
O -3.094415 -0.580280 0.609640  0.000
H -5.571820 -2.059801 -2.191311  0.084
H -4.077852 -2.997100 -2.279596  0.080
H -4.041178 -1.311963 -1.730936  0.069
H -5.396204 -3.617092 -0.246892  0.127
H -5.351204 -1.928891 0.288840  0.125
H -4.240708 -4.289551 1.899695  0.130
H -4.281706 -2.585916 2.371966  0.127
H -1.763006 -4.327577 2.248195  0.081
H -2.621239 -3.827782 3.703174  0.083
H -1.804345 -2.619136 2.710858  0.072
H -0.971678 -4.782830 -0.983273  0.177

Atoms 1-2, force components in eV/Å:
Au 1.8 1.0 -0.7
C -0.2 0.0 0.3

Output
Kohn-Sham gap (spin up / spin down) (hartree): 0.17806 / 0.17803
LUMO level (spin up / spin down) (eV): -5.531 / -5.531
Net charge: +1
2S+1: 1

No. 2
Below is a structure of composition C38H37BBeCl5N2O19 at a distorted geometry, with properties calculated with the ωB97M-V functional and the def2-TZVPD basis.

Each line ends with the Löwdin charge.
Atoms and positions in Å:
O -3.751712 -0.711621 -0.915429  0.122
C -2.866152 -1.151325 -0.231091  -0.378
C -2.770888 -2.611997 0.095661  -0.132
C -3.864639 -3.410024 0.396388  -0.021
C -3.639135 -4.744850 0.712903  -0.043
C -2.368690 -5.313677 0.734336  -0.023
C -1.270489 -4.522855 0.401242  0.001
C -1.504276 -3.192751 0.087485  -0.097
C -0.371045 -2.310278 -0.270915  -0.280
O 0.524840 -2.638533 -1.013060  0.104
C -0.451695 -0.924238 0.339596  -0.025
C -1.701188 -0.306613 0.352215  -0.139
C -1.869135 1.018094 0.873151  -0.113
C -0.710915 1.631593 1.329102  -0.049
C 0.520732 0.992454 1.351299  -0.024
C 0.686560 -0.291519 0.868542  -0.159
C 2.009023 -0.965776 0.910000  -0.274
C 3.205468 -0.201030 0.699709  -0.289
C 4.539991 -0.786724 0.688704  -0.288
C 4.532484 -2.217798 0.909889  -0.060
C 3.331345 -2.805108 1.128966  -0.076
N 2.079925 -2.244025 1.141265  0.190
H -4.866622 -2.995613 0.377218  0.121
H -4.459213 -5.411655 0.962211  0.122
H -2.186118 -6.349455 0.991246  0.123
H -0.245663 -4.865168 0.389987  0.111
H -2.823870 1.521586 0.860946  0.099
H -0.824190 2.649528 1.679449  0.080
H 1.348384 1.563946 1.776658  0.126
H 3.118830 0.866650 0.547597  -0.007
H 5.440046 -0.215594 0.506252  0.109
H 5.454338 -2.782283 0.902548  0.121
H 3.353020 -3.875583 1.323437  0.129
C -4.147465 -5.776087 -2.692413  -0.050
C -4.500715 -7.249732 -2.411595  -0.793
O -3.764513 -7.839345 -1.581718  -0.076
O -5.482513 -7.700672 -3.033990  -0.080
H -3.279551 -5.464611 -2.106814  0.037
H -3.922035 -5.636950 -3.751787  0.058
H -4.995925 -5.139385 -2.429703  0.059
O -2.132937 4.306457 3.290573  -0.045
H -2.504696 5.168190 3.074181  0.048
H -2.902715 3.737303 3.398351  0.038
C 1.998760 6.286521 -1.930410  -0.042
O 2.421999 5.653002 -0.723785  0.003
C 1.461022 5.522034 0.195467  -0.615
O 0.315779 5.884516 0.067611  0.104
O 1.982160 4.924951 1.256672  0.015
C 1.060042 4.715855 2.333639  -0.028
H 2.864392 6.331007 -2.585802  0.094
H 1.215312 5.706288 -2.417456  0.090
H 1.652567 7.299521 -1.732976  0.100
H 0.244752 4.077727 2.018760  0.045
H 0.678057 5.665396 2.703178  0.107
H 1.600689 4.221964 3.133816  0.084
Be 2.224449 0.898485 -1.376710  0.668
Cl 4.479288 0.204791 2.525511  0.692
C -5.461761 2.333726 -4.632462  -0.030
C -6.336765 1.229357 -4.102589  -0.503
O -7.496028 1.124123 -4.433144  0.062
C -5.689767 0.265581 -3.139727  -0.032
H -6.036453 2.963366 -5.309292  0.080
H -5.100742 2.939927 -3.803833  0.038
H -4.617116 1.908497 -5.178741  0.083
H -5.342877 0.796341 -2.253393  0.067
H -4.849551 -0.235874 -3.622019  0.086
H -6.417318 -0.484169 -2.836047  0.086
C -4.657216 -0.586355 3.615041  -1.973
Cl -3.542622 -0.450882 2.231103  0.770
Cl -5.892774 0.672081 3.485815  0.536
Cl -5.423880 -2.174961 3.613704  0.559
Cl -3.743318 -0.368284 5.111064  0.538
C -2.011283 3.798222 -1.430932  -0.051
C -3.429576 4.049869 -1.612426  -0.261
N -4.553142 4.233553 -1.753853  0.140
H -1.837047 2.954405 -0.763881  0.046
H -1.522648 3.574484 -2.379461  0.087
H -1.504806 4.664160 -0.999677  0.067
B 6.861928 4.335099 3.757253  -0.870
O 7.541036 5.376739 2.966565  0.230
C 8.846430 5.119399 2.964129  -0.394
O 9.681596 5.773577 2.411310  0.152
C 9.087422 3.854096 3.779270  -0.394
O 10.145523 3.334117 3.982783  0.150
O 7.914140 3.416640 4.229766  0.226
O 6.113623 4.923851 4.890322  0.239
C 4.835610 4.599610 4.764015  -0.393
O 3.953464 4.915084 5.510878  0.150
C 4.676604 3.755957 3.506167  -0.397
O 3.648768 3.289823 3.089293  0.081
O 5.856996 3.612739 2.936216  0.224
O -0.237503 -6.282546 -1.447828  0.136
C 0.770475 -5.999211 -2.014157  -0.472
O 2.008214 -6.110027 -1.444274  0.014
C 3.001575 -5.587149 -2.337257  -0.172
C 2.372790 -5.648447 -3.721882  -0.155
C 0.894932 -5.430701 -3.410916  -0.065
H 3.235622 -4.562247 -2.034111  0.115
H 3.904325 -6.191317 -2.263685  0.120
H 2.791794 -4.921736 -4.416455  0.113
H 2.515337 -6.642238 -4.149633  0.118
H 0.634170 -4.371820 -3.381224  0.124
H 0.246263 -5.961439 -4.101903  0.131

Atoms 1-2, force components in eV/Å:
O 0.1 0.7 0.2
C 0.5 -0.6 -0.1

Output
Kohn-Sham gap (hartree): 0.04854
LUMO level (eV): -3.391
Net charge: -1
2S+1: 1

Quick rundown of electronic energy, same order as above: -72884.411, -145578.487 eV